An isolated molecule of C3H7ClSi in a non-equilibrium geometry. Source: the Open Molecules 2025 dataset; level of theory: wB97M-V/def2-TZVPD.

As for the multiplicity: 1. The LUMO energy (alpha / beta) is -0.4 / -0.1 eV. The HOMO-LUMO gap (alpha / beta) is 7.93 / 8.56 eV. For the highest occupied orbital energy (alpha / beta), the calculation gives -8.35 / -8.64 eV. The calculation puts the energy above the lowest of the compared OMol25 structures with the same formula, charge and spin at 107.5 kcal/mol.

CARTESIAN COORDINATES (ANGSTROEM)
C  1.1430  0.9236  0.0272
C  0.1631  0.2475  0.8846
C  2.1030  -0.1488  -0.5741
Si  -1.3429  -0.5749  -0.0301
Cl  3.6283  -0.4370  0.0191
H  0.7353  1.5322  -0.8149
H  1.8992  1.6307  0.6187
H  0.6589  -0.2694  1.6845
H  1.6420  -1.1421  -0.8066
H  -1.0192  -1.8516  -0.5156
H  -2.0473  0.6196  -0.6199
H  -2.2231  -1.1982  1.0482

Forces on the atoms, in the same order (eV/Å):
3.059 2.161 -0.256
-0.529 -1.322 -1.568
-2.860 -1.005 0.179
-0.213 1.800 3.552
1.367 0.213 0.663
0.066 -0.414 0.650
-1.753 -1.193 -1.074
-0.168 -0.186 0.674
0.149 1.073 -0.264
0.601 -1.018 -1.767
0.212 -0.864 -0.501
0.068 0.753 -0.287

An isolated molecule of C5H6FP in a non-equilibrium geometry. Source: the Open Molecules 2025 dataset; level of theory: wB97M-V/def2-TZVPD.

As for the multiplicity: 1. The LUMO energy (alpha / beta) is -1.8 / -1.8 eV. The HOMO-LUMO gap (alpha / beta) is 6.09 / 6.08 eV. For the highest occupied orbital energy (alpha / beta), the calculation gives -7.89 / -7.88 eV. The calculation puts the energy above the lowest of the compared OMol25 structures with the same formula, charge and spin at 69.1 kcal/mol.

CARTESIAN COORDINATES (ANGSTROEM)
C  1.9711  0.9764  -0.3737
C  3.0110  0.1138  -0.1330
C  0.5950  0.6082  -0.2448
C  4.3039  0.4991  -0.2294
C  -1.5894  -1.1096  0.0247
F  5.2719  -0.4663  -0.2015
P  0.1768  -1.0322  -0.2261
H  2.2547  2.0191  -0.5889
H  2.8013  -0.9187  0.0044
H  -0.0652  1.3925  -0.2276
H  -2.2225  -0.3318  -0.5866
H  -1.9561  -1.0129  1.0405
H  -1.9182  -2.1177  -0.2787

Forces on the atoms, in the same order (eV/Å):
1.598 0.181 0.543
-2.019 -1.366 -0.519
0.990 -2.432 -0.317
3.703 2.681 -0.479
-2.563 0.926 -1.384
-1.835 0.033 0.090
0.876 0.741 0.024
-0.240 -0.471 0.081
-0.469 -1.093 0.550
-1.815 1.659 0.098
1.322 -1.404 0.974
0.363 0.161 0.422
0.090 0.386 -0.081